C5H14NO2 | the ωB97M-V functional and the def2-TZVPD basis

Calculated values
- Total charge: +1
- E_LUMO: -3.39 eV
- Spin multiplicity: 1
- E: -403.904404 hartree
- Maximum force: 0.02881 Eh/bohr
- Energy relative to the best compared isomer or geometry (same formula, charge and spin): 23.2 kcal/mol

```
22
Properties=species:S:1:pos:R:3:lowdin_charge:R:1
C 1.837 -1.135 1.262 -0.053
C 1.756 0.384 1.319 -0.169
N 0.834 0.930 0.242 -0.004
C 0.813 2.433 0.233 0.016
H 2.437 -1.540 0.450 0.090
H 2.273 -1.473 2.199 0.096
H 0.825 -1.535 1.156 0.075
H 1.344 0.724 2.262 0.134
H 2.736 0.803 1.094 0.136
H -0.101 0.603 0.482 0.125
H 1.149 0.614 -0.670 0.179
H 0.839 2.797 1.257 0.106
H -0.132 2.760 -0.193 0.106
H 1.664 2.798 -0.330 0.110
O -3.353 -0.763 -2.554 0.130
C -2.572 -1.272 -1.813 -0.586
O -2.124 -2.534 -1.969 0.109
C -2.013 -0.593 -0.596 0.007
H -2.469 -2.805 -2.836 0.138
H -1.441 -1.280 0.022 0.076
H -2.855 -0.178 -0.043 0.106
H -1.449 0.260 -0.975 0.073
```